2 unconnected molecules or ions with the total composition C3H6FIO in a non-equilibrium geometry. Source: the OMol25 dataset; level of theory: ωB97M-V with the def2-TZVPD basis set.

As for the energy above the lowest of the compared OMol25 structures with the same formula, charge and spin: 81.1 kcal/mol. The gap between HOMO and LUMO (spin up / spin down) comes out at 7.555 / 8.444 eV. The HOMO energy (spin up / spin down) is -8.0 / -8.3 eV. The calculation puts the energy at -16069.856 eV. The value obtained for the largest force on an atom is 2.7 eV Å⁻¹.

CARTESIAN COORDINATES (ANGSTROEM)
C 1.609 0.697 -0.799
C 0.883 0.588 0.495
C -1.426 -0.593 0.257
O -1.315 -1.655 1.140
F -1.449 -1.060 -1.084
I -2.772 1.073 0.579
H 1.462 1.671 -1.282
H 2.721 0.463 -0.907
H 1.027 -0.073 -1.407
H 1.046 -0.113 1.233
H 0.173 1.369 0.818
H -1.959 -2.368 0.958